# 1
The following is a quantum chemistry calculation of the molecule C5H9NO, from OMol25.

SMILES string = C[C@H]1N[C@H]1CC=O
total energy = -325.81689 Ha
frontier orbital gap = 10.52 eV
ΔE to the lowest compared entry with this formula, charge and spin = 316.8 kJ/mol

Last column: natural (NBO) charge in e.
Positions of all 16 atoms, in Å:
C1 -1.494 0.059 1.516  -0.62
C2 -1.160 -0.132 0.005  -0.08
N1 -0.968 1.134 -0.593  -0.63
C3 0.059 0.284 -1.026  -0.02
C4 1.455 0.314 -0.448  -0.54
C5 1.933 -1.117 -0.294  0.45
O1 2.978 -1.545 -0.719  -0.52
H1 -0.641 0.287 2.161  0.21
H2 -2.157 0.942 1.597  0.22
H3 -2.055 -0.776 1.959  0.21
H4 -1.689 -0.985 -0.429  0.18
H5 -1.619 1.639 -1.159  0.38
H6 0.075 0.050 -2.117  0.19
H7 1.356 0.757 0.548  0.24
H8 2.213 0.861 -1.023  0.23
H9 1.219 -1.780 0.245  0.10

# 2
The following is a quantum chemistry calculation of C16H14F3ILiN2O4 as an isolated structure, from OMol25.

total energy = -1633.65739 Ha
frontier orbital gap = 7.65 eV
ΔE to the lowest compared entry with this formula, charge and spin = 0.0 kJ/mol
charge = -1

Last column: natural (NBO) charge in e.
Positions of all 41 atoms, in Å:
Li1 1.046 -0.309 -0.456  0.88
N1 -0.789 -2.541 -1.438  -0.85
C1 -0.095 -3.433 -2.368  -0.20
C2 1.382 -3.076 -2.438  -0.52
C3 1.577 -1.628 -2.871  0.79
O1 1.377 -1.339 -4.059  -0.75
O2 1.878 -0.819 -1.942  -0.87
H1 -0.326 -2.472 -0.538  0.38
H2 -1.735 -2.850 -1.258  0.35
H3 -0.522 -3.290 -3.364  0.19
H4 -0.197 -4.499 -2.121  0.14
H5 1.862 -3.732 -3.169  0.21
H6 1.850 -3.237 -1.463  0.20
I1 1.265 -0.331 8.186  0.10
C4 1.167 -0.304 6.109  -0.15
C5 0.349 -1.213 5.452  -0.26
C6 0.289 -1.186 4.065  -0.16
C7 1.023 -0.255 3.343  -0.14
C8 1.835 0.647 4.018  -0.16
C9 1.919 0.625 5.403  -0.26
C10 0.932 -0.221 1.835  0.74
O3 1.432 0.761 1.240  -0.77
O4 0.360 -1.185 1.264  -0.79
H7 -0.228 -1.932 6.018  0.22
H8 -0.319 -1.893 3.517  0.24
H9 2.390 1.369 3.434  0.24
H10 2.556 1.323 5.929  0.22
F1 -3.224 4.911 -2.371  -0.33
C11 -2.596 4.075 -3.216  0.97
F2 -1.796 4.830 -3.994  -0.33
F3 -3.539 3.558 -4.029  -0.33
C12 -1.831 2.992 -2.503  -0.13
C13 -1.101 2.084 -3.253  -0.23
C14 -0.418 1.079 -2.590  0.06
N2 -0.440 0.961 -1.259  -0.44
C15 -1.125 1.847 -0.547  0.06
C16 -1.847 2.882 -1.126  -0.24
H11 -1.056 2.151 -4.331  0.23
H12 0.178 0.343 -3.123  0.26
H13 -1.086 1.727 0.528  0.21
H14 -2.396 3.581 -0.512  0.23

# 3
The following is a quantum chemistry calculation of the molecule C6H11N, from OMol25.

SMILES string = C=C/C(N)=C/CC
total energy = -289.87778 Ha
frontier orbital gap = 8.56 eV
ΔE to the lowest compared entry with this formula, charge and spin = 246.5 kJ/mol

Last column: natural (NBO) charge in e.
Positions of all 18 atoms, in Å:
C1 -2.140 1.661 -1.547  -0.62
C2 -0.592 1.530 -1.289  -0.46
N1 0.258 -1.509 -0.462  -0.78
C3 0.308 -0.414 0.319  0.11
C4 -0.233 0.831 0.043  -0.24
C5 1.722 -1.681 1.891  -0.42
C6 0.935 -0.622 1.574  -0.19
H1 -2.765 1.914 -0.597  0.22
H2 -2.476 0.617 -2.050  0.21
H3 -2.448 2.480 -2.269  0.21
H4 0.050 1.289 -2.149  0.21
H5 -0.088 2.478 -1.111  0.22
H6 0.190 -1.244 -1.504  0.37
H7 1.113 -2.116 -0.430  0.37
H8 -0.334 1.328 0.987  0.19
H9 1.927 -1.908 2.895  0.20
H10 2.228 -2.333 1.196  0.18
H11 0.799 0.228 2.322  0.21

# 4
The following is a quantum chemistry calculation of C32H28N7S3Ti as an isolated structure, from OMol25.

total energy = -3663.66494 Ha
frontier orbital gap (alpha / beta) = 4.47 / 6.12 eV
ΔE to the lowest compared entry with this formula, charge and spin = 49.9 kJ/mol
multiplicity = 3
charge = -1

Last column: Mulliken spin population.
Positions of all 71 atoms, in Å:
Ti1 -0.602 -0.426 0.194  1.07
N1 3.153 0.433 -2.125  0.02
C1 1.993 0.373 -1.370  0.06
S1 0.810 -0.800 -1.861  -0.01
N2 1.926 1.272 -0.425  -0.01
N3 0.737 1.198 0.292  0.18
C2 0.486 2.206 1.102  0.08
C3 1.438 3.323 1.342  -0.03
C4 1.045 4.635 1.112  0.01
C5 1.921 5.691 1.353  0.00
C6 3.196 5.431 1.826  0.01
C7 3.599 4.117 2.050  0.00
C8 2.728 3.070 1.803  0.01
C9 -0.794 2.172 1.729  0.20
C10 -1.262 3.103 2.687  -0.05
C11 -2.544 3.006 3.146  0.12
C12 -3.384 1.972 2.652  0.08
C13 -2.858 1.060 1.786  0.00
N4 -1.570 1.103 1.356  0.11
H1 3.405 -0.411 -2.608  0.00
H2 3.905 0.923 -1.667  0.00
H3 0.049 4.824 0.728  0.01
H4 1.600 6.708 1.163  0.00
H5 3.883 6.248 2.015  0.00
H6 4.597 3.909 2.414  0.00
H7 3.037 2.043 1.952  0.00
H8 -0.601 3.884 3.035  0.00
H9 -2.913 3.718 3.874  0.01
H10 -4.419 1.880 2.954  0.01
H11 -3.431 0.227 1.392  0.02
S2 -2.677 -1.450 -1.243  0.00
C14 -2.677 0.189 -1.803  0.00
N5 -1.673 0.949 -1.478  0.00
C15 -1.816 2.239 -1.956  0.01
C16 -0.869 3.255 -1.827  0.00
C17 -1.158 4.496 -2.362  -0.01
C18 -2.367 4.730 -3.030  0.00
C19 -3.296 3.718 -3.189  0.00
C20 -3.011 2.466 -2.650  0.00
S3 -3.931 0.991 -2.701  0.00
H12 0.076 3.053 -1.342  0.00
H13 -0.434 5.296 -2.273  0.00
H14 -2.571 5.711 -3.440  0.00
H15 -4.220 3.902 -3.722  0.00
C21 4.453 -2.248 1.076  0.00
C22 3.363 -2.329 2.154  -0.02
C23 3.764 -1.442 3.342  0.00
C24 3.223 -3.779 2.631  0.00
C25 2.091 -1.847 1.597  0.04
C26 1.070 -1.399 1.104  -0.04
H16 5.412 -2.603 1.467  0.00
H17 4.570 -1.217 0.739  0.00
H18 4.182 -2.853 0.210  0.00
H19 4.694 -1.803 3.794  0.00
H20 2.982 -1.445 4.102  0.00
H21 3.912 -0.413 3.013  0.00
H22 4.172 -4.137 3.041  0.00
H23 2.932 -4.429 1.805  0.00
H24 2.455 -3.853 3.404  0.00
N6 -2.933 -5.347 5.418  0.01
C27 -2.611 -4.580 4.627  0.00
C28 -2.205 -3.615 3.628  0.02
C29 -2.148 -3.967 2.291  -0.01
C30 -1.768 -3.011 1.368  0.04
N7 -1.455 -1.752 1.691  0.01
C31 -1.493 -1.435 2.989  0.06
C32 -1.867 -2.321 3.982  -0.02
H25 -2.390 -4.962 1.945  0.00
H26 -1.695 -3.266 0.319  -0.01
H27 -1.203 -0.424 3.238  0.01
H28 -1.880 -1.983 5.008  0.00

# 5
The following is a quantum chemistry calculation of the molecule C8H13NOSi, from OMol25.

SMILES string = C[Si](C)(C)N=C=C/C=C\C=O
total energy = -732.07441 Ha
frontier orbital gap = 8.35 eV
ΔE to the lowest compared entry with this formula, charge and spin = 163.3 kJ/mol

Last column: natural (NBO) charge in e.
Positions of all 24 atoms, in Å:
C1 2.928 0.058 2.783  -0.07
C2 3.521 -1.121 2.481  -0.39
C3 1.743 0.728 2.296  -0.54
C4 0.993 0.390 1.256  0.57
C5 3.008 -1.945 1.483  0.39
C6 -1.014 1.356 -2.198  -1.09
C7 -2.830 0.308 0.014  -1.11
C8 -0.721 -1.565 -1.367  -1.10
N1 0.192 0.398 0.351  -0.81
O1 3.283 -3.073 1.143  -0.53
Si1 -1.074 0.170 -0.697  1.73
H1 3.227 0.557 3.696  0.21
H2 4.344 -1.386 3.221  0.23
H3 1.490 1.723 2.754  0.27
H4 2.189 -1.396 0.950  0.07
H5 -1.896 1.411 -2.831  0.24
H6 -0.752 2.325 -1.775  0.23
H7 -0.215 1.110 -2.849  0.24
H8 -3.463 -0.100 -0.778  0.24
H9 -3.139 -0.301 0.835  0.24
H10 -3.245 1.372 0.224  0.25
H11 -1.421 -2.301 -1.087  0.24
H12 -0.809 -1.457 -2.471  0.24
H13 0.332 -1.800 -1.235  0.25

Look up the total energy of the third one.
-289.87778 Ha